[1]
# C7H7NO4

An isolated molecule of C7H7NO4 at a distorted geometry (the ωB97M-V functional and the def2-TZVPD basis, the OMol25 dataset).

- SMILES string = O=[N+]([O-])[C@]12C=CC=C[C@H]1OCO2
- DFT total energy (eV) = -17046.8712
- Kohn-Sham gap (eV) = 9.204
- highest occupied orbital energy (eV) = -9.42
- energy relative to the best compared isomer or geometry (same formula, charge and spin) (kcal/mol) = 102.4

```
19
Properties=species:S:1:pos:R:3:nbo_charge:R:1
O 0.48103 1.82413 -2.34796 -0.31
N 1.04295 1.11427 -1.59461 0.53
O 2.20482 0.72605 -1.64471 -0.40
C 0.20283 0.59139 -0.35150 0.28
C 0.98981 0.94684 0.84441 -0.19
C 1.16111 0.09497 1.86703 -0.19
C 0.59412 -1.19101 1.77146 -0.22
C -0.06339 -1.65903 0.71067 -0.18
C -0.22848 -0.91502 -0.60505 0.02
O -1.45932 -0.77777 -1.25868 -0.50
C -2.15243 0.31711 -0.82507 0.22
O -1.19429 1.35617 -0.47081 -0.53
H 1.24535 2.05359 0.89716 0.23
H 1.65825 0.48427 2.69559 0.22
H 0.72786 -1.75370 2.60189 0.21
H -0.34193 -2.69253 0.73187 0.22
H 0.49867 -1.43009 -1.29629 0.24
H -2.53746 0.64207 -1.77979 0.19
H -2.82950 0.26830 0.05439 0.16
```

=====

[2]
# C19H19NO2

An isolated molecule of C19H19NO2 at a distorted geometry (the ωB97M-V functional and the def2-TZVPD basis, the OMol25 dataset).

- SMILES string = CC(=O)C(C(C)=O)C1c2ccccc2N(C)c2ccccc21
- DFT total energy (eV) = -25594.2943
- Kohn-Sham gap (eV) = 7.571
- highest occupied orbital energy (eV) = -7.33
- energy relative to the best compared isomer or geometry (same formula, charge and spin) (kcal/mol) = 90.1

```
41
Properties=species:S:1:pos:R:3:nbo_charge:R:1
C -2.45051 -0.80640 2.03904 -0.73
C -1.21439 0.07826 2.28983 0.61
O -1.24025 1.24964 1.86074 -0.53
C -0.08998 -0.60664 3.08524 -0.43
C 1.21755 0.03181 2.53548 0.57
C 2.36477 -0.87187 2.07157 -0.73
O 1.35801 1.25041 2.47472 -0.50
C -0.59074 -0.78495 4.66891 -0.24
C -0.47831 -2.06794 5.31502 -0.10
C 0.75740 -2.77398 5.28204 -0.17
C 0.83753 -4.06386 5.81713 -0.24
C -0.25740 -4.66265 6.42133 -0.19
C -1.41362 -3.92122 6.60264 -0.27
C -1.54859 -2.62202 6.10757 0.25
N -2.69387 -1.87857 6.40186 -0.44
C -3.76266 -2.52436 7.12083 -0.41
C -2.75903 -0.57281 5.97072 0.26
C -3.85333 0.23940 6.28552 -0.28
C -3.93295 1.56461 5.89986 -0.19
C -2.84190 2.15219 5.27644 -0.24
C -1.71963 1.39941 4.93249 -0.16
C -1.70128 -0.00690 5.15934 -0.12
H -2.21607 -1.87903 1.94589 0.22
H -3.17172 -0.66409 2.87564 0.25
H -2.92076 -0.41384 1.09412 0.25
H -0.09570 -1.69214 2.79994 0.24
H 2.13100 -1.93274 1.91826 0.22
H 2.75291 -0.43157 1.11782 0.25
H 3.20300 -0.80062 2.80011 0.25
H 0.42360 -0.16928 4.69504 0.26
H 1.63834 -2.28769 4.82740 0.21
H 1.76187 -4.60858 5.68199 0.21
H -0.18576 -5.67058 6.80625 0.22
H -2.22866 -4.37458 7.12428 0.21
H -4.62870 -1.87989 7.24602 0.22
H -4.10784 -3.41641 6.59778 0.20
H -3.46633 -2.82600 8.12414 0.20
H -4.68322 -0.15064 6.83072 0.20
H -4.79493 2.16520 6.14115 0.22
H -2.85621 3.19165 4.95754 0.22
H -0.82611 1.87509 4.45909 0.24
```

=====

[3]
# H24O12

A cluster of 12 separate species, H24O12 in total at a distorted geometry (the ωB97M-V functional and the def2-TZVPD basis, the OMol25 dataset).

- SMILES string = O.O.O.O.O.O.O.O.O.O.O.O
- DFT total energy (eV) = -24958.4750
- Kohn-Sham gap (eV) = 10.949
- highest occupied orbital energy (eV) = -11.27
- energy relative to the best compared isomer or geometry (same formula, charge and spin) (kcal/mol) = 74.2

```
36
Properties=species:S:1:pos:R:3:nbo_charge:R:1
O -1.34864 1.30089 -4.73352 -0.94
H -1.58798 1.98876 -4.05755 0.47
H -0.52095 0.94607 -4.48069 0.46
O 1.14719 0.44556 -2.56720 -0.96
H 1.39971 0.13503 -3.40818 0.46
H 2.00312 0.55998 -2.14245 0.49
O -3.94897 2.02321 1.93077 -0.95
H -3.48222 1.27223 1.65193 0.47
H -3.35367 2.58451 2.53959 0.48
O 0.16544 -0.81118 0.65857 -1.01
H 0.10487 -1.76553 0.36333 0.51
H 0.61569 -0.42409 -0.10826 0.48
O -2.72265 -2.35648 -2.37797 -0.94
H -2.56974 -1.73913 -1.65055 0.47
H -1.88034 -2.77556 -2.53272 0.47
O 0.62060 -3.33075 -0.54099 -0.96
H 0.20717 -4.10063 -0.20917 0.48
H 1.32286 -3.63580 -1.15431 0.50
O 3.21311 -2.16973 -0.08475 -0.95
H 2.99293 -1.45269 -0.63231 0.46
H 3.51885 -1.78069 0.72348 0.48
O 0.07859 1.61822 2.97507 -0.95
H 0.90338 2.00971 2.76668 0.47
H -0.01298 0.87677 2.36086 0.48
O -0.70007 4.71273 -0.18128 -0.95
H -0.69686 4.33946 0.68343 0.47
H -1.73649 4.63411 -0.55988 0.48
O 2.47185 -0.21100 2.83012 -0.96
H 2.31779 -0.63330 3.71933 0.47
H 1.69292 -0.69496 2.37133 0.48
O 2.64902 1.31647 -0.44054 -0.99
H 2.94330 2.29145 -0.57041 0.51
H 1.96148 1.22358 0.29030 0.49
O -2.97819 -1.98245 2.16638 -0.92
H -2.67127 -2.87137 2.28050 0.46
H -2.11884 -1.54337 2.12107 0.46
```

=====

[4]
# C23H33N7O4Ti

A structure of composition C23H33N7O4Ti at a distorted geometry (the ωB97M-V functional and the def2-TZVPD basis, the OMol25 dataset).

- <S²> = 0.753
- net charge = +1
- spin multiplicity = 2
- DFT total energy (eV) = -66120.4670
- Kohn-Sham gap (spin up / spin down) (eV) = 8.108 / 8.825
- highest occupied orbital energy (spin up / spin down) (eV) = -10.70 / -11.44
- energy relative to the best compared isomer or geometry (same formula, charge and spin) (kcal/mol) = 2.7

```
68
Properties=species:S:1:pos:R:3:lowdin_spin:R:1
Ti 1.34632 -1.11327 -0.42527 0.93
N 1.82446 0.47922 -1.86172 0.01
C 3.21746 0.97688 -1.53758 0.01
C 3.74787 0.41116 -0.20974 0.00
O 4.89663 0.56350 0.14135 0.00
N 2.75365 -0.17037 0.50252 0.00
C 2.98420 -0.52092 1.92246 0.00
C 2.06991 -1.65888 2.23750 0.00
O 2.30001 -2.46669 3.08891 0.00
O 1.05694 -1.82469 1.33825 0.02
H 1.14072 1.19916 -1.62189 0.00
H 1.78627 0.44143 -2.93255 0.00
H 3.88416 0.74100 -2.35474 0.00
H 3.21950 2.12239 -1.45506 0.00
H 4.01442 -0.71567 2.21281 0.00
H 2.66209 0.30811 2.53478 0.00
C -6.88661 7.23943 0.31892 0.00
C -5.57300 6.57287 0.67101 0.00
C -4.54913 6.45196 -0.31046 0.00
C -3.28544 5.97137 0.02680 0.00
C -3.07016 5.46508 1.28805 0.00
N -1.78409 4.93911 1.65984 0.00
C -1.30257 3.72606 1.12403 0.00
O -0.13124 3.61282 0.81913 0.00
N -2.27775 2.70323 1.08837 0.00
C -2.06220 1.37771 0.72185 0.00
C -3.04793 0.41330 0.84998 0.01
C -2.85120 -0.83077 0.37920 0.00
C -1.67525 -1.24646 -0.13289 0.01
N -0.72506 -0.31147 -0.34059 0.00
C -0.87817 0.92342 0.05702 0.00
C -4.08257 5.51845 2.17257 0.00
C -5.29869 6.00136 1.89914 0.00
H -7.57190 7.06811 1.14941 0.00
H -7.43506 6.81759 -0.56080 0.00
H -6.76158 8.33320 0.10158 0.00
H -4.70806 6.75599 -1.30526 0.00
H -2.52519 5.96182 -0.73846 0.00
H -1.04709 5.61407 1.72985 0.00
H -3.21355 3.02608 1.09451 0.00
H -3.97042 0.57598 1.42224 0.00
H -3.66133 -1.56625 0.45990 0.00
H -1.49461 -2.28471 -0.37137 0.00
H -0.14889 1.67918 -0.19371 0.00
H -3.89197 5.03060 3.12776 0.00
H -6.05499 5.99028 2.64419 0.00
C 4.02465 -6.91876 -0.85234 0.00
C 3.97859 -5.41741 -0.60206 0.00
N 2.69954 -4.73619 -0.97029 0.00
C 1.52137 -5.34299 -0.34053 0.00
C 0.52272 -6.21719 -1.21698 0.00
C 2.63693 -3.46895 -1.43803 0.00
C 3.89716 -2.67368 -1.63519 0.00
N 1.47666 -2.87743 -1.58150 0.00
H 5.03192 -7.16462 -0.61174 0.00
H 3.75312 -7.06635 -1.91860 0.00
H 3.32674 -7.45672 -0.22166 0.00
H 4.79715 -4.98951 -1.16527 0.00
H 4.30890 -5.15046 0.44933 0.00
H 0.94560 -4.56898 0.15589 0.00
H 1.89051 -6.00043 0.43623 0.00
H -0.10016 -5.56962 -1.90545 0.00
H -0.04790 -6.85001 -0.51867 0.00
H 1.02656 -6.97960 -1.84773 0.00
H 4.28728 -2.36595 -0.67210 0.00
H 3.66579 -1.80125 -2.26484 0.00
H 4.69981 -3.16102 -2.13429 0.00
H 0.71814 -3.52460 -1.57610 0.00
```